Molecular formula: C5H5Br
Method: DFT, wB97M-V/def2-TZVPD

Its SMILES is Br[C@H]1CC12C=C2. The value obtained for the lowest unoccupied orbital energy is 1.04 eV. The energy above the lowest of the compared OMol25 structures with the same formula, charge and spin is 47.7 kcal per mole. The calculation puts the largest force on an atom at 0.0613 hartree/bohr. Its charge is 0. Its HOMO energy is -8.8 eV. The value obtained for the orbital gap is 9.8 eV.

```
11
C5H5Br, DFT wB97M-V/def2-TZVPD
C -0.40 0.74 0.76
C 0.62 -0.46 -1.39
C 0.20 -0.42 0.05
Br -0.88 -1.66 2.54
H 2.47 -1.21 -0.18
H 0.28 -0.17 -2.35
C 1.48 -0.86 -0.49
H 0.12 1.11 1.70
H -1.12 1.40 0.21
H -1.95 -0.70 0.41
C -1.05 -0.63 0.91
```

Results of the Löwdin charge analysis, in e, for atoms 1 through 6: C -0.136; C 0.059; C -0.433; Br 0.631; H 0.107; H 0.093

***

Molecular formula: C5H5BrSSe
Method: DFT, wB97M-V/def2-TZVPD

The value obtained for the lowest unoccupied orbital energy (spin up / spin down) is -0.64 / -0.64 eV. The energy above the lowest of the compared OMol25 structures with the same formula, charge and spin is 114.8 kcal per mole. The calculation puts the largest force on an atom at 0.0619 hartree/bohr. Its charge is 0. Its HOMO energy (spin up / spin down) is -7.7 / -7.7 eV. The value obtained for the orbital gap (spin up / spin down) is 7.0 / 7.0 eV.

```
13
C5H5BrSSe, DFT wB97M-V/def2-TZVPD
Se -0.13 -1.66 -0.69
C 1.85 1.62 -0.39
H -2.53 -2.38 -0.36
H -2.28 -0.93 0.77
S 0.51 2.65 -0.55
H 2.78 2.17 -0.28
C -0.68 1.58 -0.48
C 1.70 0.28 0.01
C 0.56 -0.40 0.31
H -1.80 1.93 -0.43
C -1.78 -1.88 0.35
H -1.56 -2.34 1.30
Br 3.36 -0.63 0.43
```

Results of the Löwdin charge analysis, in e, for atoms 1 through 6: Se 0.978; C -0.535; H 0.041; H 0.056; S 0.903; H 0.042

***

Molecular formula: C5H5Cl
Method: DFT, wB97M-V/def2-TZVPD

Its SMILES is C=C=C=C(C)Cl. The value obtained for the lowest unoccupied orbital energy (spin up / spin down) is -0.27 / -0.74 eV. The energy above the lowest of the compared OMol25 structures with the same formula, charge and spin is 128.3 kcal per mole. The calculation puts the largest force on an atom at 0.1262 hartree/bohr. Its charge is 0. Its HOMO energy (spin up / spin down) is -8.3 / -8.5 eV. The value obtained for the orbital gap (spin up / spin down) is 8.1 / 7.7 eV.

```
11
C5H5Cl, DFT wB97M-V/def2-TZVPD
H 1.59 2.25 -0.51
C 1.35 1.47 -1.09
C -0.06 1.08 -0.64
H 2.12 0.77 -1.31
C -0.22 -0.60 0.06
H 1.17 1.97 -2.03
H -2.16 -2.48 1.69
H -0.57 -2.61 2.54
C -1.18 -2.22 1.84
C -0.70 -1.29 1.00
Cl -1.35 1.66 -1.54
```

Results of the Löwdin charge analysis, in e, for atoms 1 through 6: H 0.029; C -0.149; C -0.635; H 0.072; C 0.063; H 0.053

***

Molecular formula: C5H5Cl
Method: DFT, wB97M-V/def2-TZVPD

Its SMILES is C=C(Cl)C#CC. The value obtained for the lowest unoccupied orbital energy is 0.72 eV. The energy above the lowest of the compared OMol25 structures with the same formula, charge and spin is 37.9 kcal per mole. The calculation puts the largest force on an atom at 0.0943 hartree/bohr. Its charge is 0. Its HOMO energy is -8.9 eV. The value obtained for the orbital gap is 9.6 eV.

```
11
C5H5Cl, DFT wB97M-V/def2-TZVPD
C 0.64 0.27 -0.07
H 3.37 -1.33 -0.02
H 3.76 0.14 -0.80
H -2.40 1.79 -0.03
C 3.25 -0.25 0.04
C -0.75 0.46 0.07
H -0.63 2.53 0.04
H 3.84 0.14 0.87
C 1.85 0.00 -0.04
Cl -1.76 -0.95 0.00
C -1.34 1.67 0.00
```

Results of the Löwdin charge analysis, in e, for atoms 1 through 6: C -0.076; H 0.086; H 0.069; H 0.049; C -0.109; C -0.777

***

Molecular formula: C5H5Cl
Method: DFT, wB97M-V/def2-TZVPD

Its SMILES is ClC1C=CC=C1. The value obtained for the lowest unoccupied orbital energy is 0.47 eV. The energy above the lowest of the compared OMol25 structures with the same formula, charge and spin is 40.8 kcal per mole. The calculation puts the largest force on an atom at 0.0757 hartree/bohr. Its charge is 0. Its HOMO energy is -8.9 eV. The value obtained for the orbital gap is 9.4 eV.

```
11
C5H5Cl, DFT wB97M-V/def2-TZVPD
C -0.23 -1.19 0.01
C -0.97 0.14 0.40
Cl -2.59 0.03 -0.30
H -0.60 2.40 -0.31
C 1.06 -0.86 -0.29
C -0.04 1.34 -0.03
C 1.23 0.72 -0.22
H 2.24 1.18 -0.35
H 1.84 -1.61 -0.60
H -1.08 -0.02 1.51
H -0.86 -2.12 0.18
```

Results of the Löwdin charge analysis, in e, for atoms 1 through 6: C -0.158; C -0.745; Cl 0.571; H 0.157; C -0.091; C -0.093

***

Molecular formula: C5H5Cl
Method: DFT, wB97M-V/def2-TZVPD

The value obtained for the lowest unoccupied orbital energy (spin up / spin down) is 1.04 / -2.38 eV. The energy above the lowest of the compared OMol25 structures with the same formula, charge and spin is 30.1 kcal per mole. The calculation puts the largest force on an atom at 0.1813 hartree/bohr. Its charge is 0. Its HOMO energy (spin up / spin down) is -5.4 / -10.0 eV. Its spin multiplicity is 3. The value obtained for the orbital gap (spin up / spin down) is 6.4 / 7.6 eV.

```
11
C5H5Cl, DFT wB97M-V/def2-TZVPD
H -0.75 1.87 0.86
C -0.22 -0.34 0.07
H 0.18 2.33 -1.62
C 0.06 -0.36 -1.42
H 0.91 -0.80 -1.78
Cl -1.34 -0.81 -2.29
H -0.45 -1.51 2.01
C -0.43 1.12 0.14
C -0.06 1.37 -1.12
H 0.34 -2.31 0.66
C -0.09 -1.30 0.96
```

Results of the Löwdin charge analysis, in e, for atoms 1 through 6: H 0.106; C -0.372; H 0.085; C -0.606; H 0.053; Cl 0.659

***

Molecular formula: C5H5Cl2DyIrNO5
Method: DFT, wB97M-V/def2-TZVPD

The value obtained for the lowest unoccupied orbital energy (spin up / spin down) is -16.88 / -20.26 eV. The calculation puts the largest force on an atom at 0.2548 hartree/bohr. Its charge is +4. Its HOMO energy (spin up / spin down) is -24.1 / -25.6 eV. Its spin multiplicity is 10. The value obtained for the orbital gap (spin up / spin down) is 7.2 / 5.4 eV.

```
20
C5H5Cl2DyIrNO5, DFT wB97M-V/def2-TZVPD
Dy 0.47 0.46 -0.96
O 2.07 2.89 0.20
C 1.48 2.02 -0.22
C -0.79 -1.10 3.05
O 1.21 -0.35 1.94
O -0.68 -0.33 0.76
Cl -0.76 -1.24 -2.04
O 0.71 -2.37 -5.48
C 0.01 -0.56 1.83
H -0.36 -2.06 3.35
H 0.35 -0.03 4.44
C 0.47 1.18 -5.28
C 0.39 -1.39 -4.86
N -0.64 -0.14 4.18
Ir -0.07 0.09 -3.90
H -1.17 -0.51 4.99
H -1.04 0.78 3.91
O 0.84 1.88 -6.17
H -1.84 -1.21 2.81
Cl -0.66 1.99 -2.54
```

Results of the Löwdin charge analysis, in e, for atoms 1 through 6: Dy 1.143; O 0.353; C -0.173; C 0.051; O 0.382; O -0.119

***

Molecular formula: C5H5Cl2ErLuNO4
Method: DFT, wB97M-V/def2-TZVPD

The value obtained for the lowest unoccupied orbital energy (spin up / spin down) is -16.45 / -16.33 eV. The calculation puts the largest force on an atom at 0.1624 hartree/bohr. Its charge is +4. Its HOMO energy (spin up / spin down) is -24.4 / -24.4 eV. Its spin multiplicity is 4. The value obtained for the orbital gap (spin up / spin down) is 8.0 / 8.1 eV.

```
19
C5H5Cl2ErLuNO4, DFT wB97M-V/def2-TZVPD
H 3.93 -3.01 1.51
C 3.08 -2.36 1.81
C -1.52 4.25 1.93
O -2.55 4.24 2.48
C 2.31 -1.96 0.62
Lu -0.60 -0.45 0.50
H 3.66 -2.61 -0.75
O -2.80 3.83 -1.01
O 1.16 -1.36 0.74
Er 0.34 4.48 0.51
H 2.45 -2.91 2.52
Cl -0.35 0.79 -1.50
N 2.75 -2.19 -0.61
O -1.37 -2.49 -2.12
C -1.72 3.97 -0.60
H 3.50 -1.46 2.31
Cl 1.74 3.60 2.27
C -1.24 -1.92 -1.13
H 2.20 -1.89 -1.41
```

Results of the Löwdin charge analysis, in e, for atoms 1 through 6: H 0.131; C 0.054; C -0.046; O 0.263; C -0.424; Lu 1.532

***

Molecular formula: C5H5Cl2N2
Method: DFT, wB97M-V/def2-TZVPD

Its SMILES is C/N=C(Cl)/C=C\[N+]#CCl. The value obtained for the lowest unoccupied orbital energy is -5.67 eV. The energy above the lowest of the compared OMol25 structures with the same formula, charge and spin is 81.9 kcal per mole. The calculation puts the largest force on an atom at 0.0885 hartree/bohr. Its charge is +1. Its HOMO energy is -14.1 eV. The value obtained for the orbital gap is 8.4 eV.

```
14
C5H5Cl2N2, DFT wB97M-V/def2-TZVPD
H -0.75 3.20 0.13
C -0.57 2.15 0.04
H 0.74 -2.19 -1.29
C 0.51 -2.08 -0.17
C -2.23 0.33 -0.13
C 1.11 0.17 0.14
H 1.37 -2.43 0.26
Cl 2.85 -0.10 0.09
C 0.66 1.60 0.27
Cl -3.46 -0.68 0.15
N -1.62 1.33 -0.05
N 0.19 -0.74 0.18
H -0.37 -2.85 0.06
H 1.56 2.30 0.33
```

Results of the Löwdin charge analysis, in e, for atoms 1 through 6: H 0.136; C -0.073; H 0.129; C -0.142; C -0.466; C -0.662

***

Molecular formula: C5H5Cl2N3O2S
Method: DFT, wB97M-V/def2-TZVPD

The value obtained for the lowest unoccupied orbital energy is -1.11 eV. The energy above the lowest of the compared OMol25 structures with the same formula, charge and spin is 77.2 kcal per mole. The calculation puts the largest force on an atom at 0.1143 hartree/bohr. Its charge is 0. Its HOMO energy is -7.7 eV. The value obtained for the orbital gap is 6.6 eV.

```
18
C5H5Cl2N3O2S, DFT wB97M-V/def2-TZVPD
C -0.92 2.32 1.13
C -2.74 0.84 0.37
S 1.59 -0.28 1.42
C -0.96 -0.68 0.27
Cl 0.62 2.73 1.44
N -2.10 -0.28 -0.10
H 1.21 0.09 -0.93
C 2.10 0.09 -0.31
O -1.96 -0.07 2.62
C -0.12 -0.39 1.35
N -1.99 2.04 0.70
N -0.70 -0.10 2.57
O 0.08 0.23 3.47
Cl -0.26 -1.90 -0.72
H -3.34 1.30 -0.60
H 2.76 -0.63 -0.63
H 2.69 1.10 -0.23
H -3.41 0.66 1.14
```

Results of the Löwdin charge analysis, in e, for atoms 1 through 6: C -0.491; C -0.268; S 0.879; C -0.768; Cl 0.929; N 0.041